Record 1
Formula: C5H11NOS2
Source: OMol25
Level of theory: wB97M-V/def2-TZVPD

## Properties
- Relative energy (zero: lowest compared OMol25 entry of this formula, charge and spin): 191.8 kJ/mol
- Orbital gap: 8.9726 eV
- HOMO energy: -8.315 eV

```
20
Properties=species:S:1:pos:R:3:forces:R:3:mulliken_charge:R:1
S 2.9715 -0.0811 0.2458 -1.181 -0.586 0.522 0.40
S 1.5885 1.4772 0.0351 -0.882 -0.633 0.523 -0.19
O 3.7917 -0.1774 -0.9525 0.757 -0.033 -0.900 -0.58
N -1.2015 0.3967 0.0842 -0.389 -0.125 0.018 0.07
C -1.8966 1.6597 0.1652 -0.033 0.156 0.067 -0.96
C 0.5348 -1.1041 1.0235 0.212 -0.110 -0.170 -0.92
C 1.6504 -1.3889 0.0377 0.350 0.495 0.279 -0.60
C -0.0941 0.2619 0.8578 0.969 0.842 -0.302 -0.08
C -1.2462 -0.1692 -1.2447 -0.083 -0.158 -0.056 -0.96
H -0.2513 -1.8587 0.9285 0.000 0.033 0.091 0.34
H -0.1834 0.8280 1.7768 -0.078 -0.072 0.021 0.49
H -1.3310 2.4550 -0.3326 0.017 0.065 -0.077 0.36
H 1.3368 -1.3315 -1.0033 0.111 0.097 -0.044 0.25
H -2.2908 -0.2296 -1.5559 0.102 -0.008 -0.040 0.34
H 2.1198 -2.3555 0.2199 0.087 0.017 0.030 0.48
H -2.0444 1.9398 1.2057 -0.017 0.016 0.045 0.32
H -0.8333 -1.1737 -1.2578 0.036 -0.011 -0.004 0.29
H -0.6952 0.4612 -1.9502 0.085 -0.038 -0.063 0.35
H 0.9428 -1.1680 2.0350 -0.093 -0.024 0.004 0.29
H -2.8684 1.5584 -0.3180 0.029 0.078 0.056 0.31
```
Positions in Å, forces in eV/Å.



Record 2
Formula: C5H11NS
Source: OMol25
Level of theory: wB97M-V/def2-TZVPD

## Properties
- Relative energy (zero: lowest compared OMol25 entry of this formula, charge and spin): 115.4 kJ/mol
- Orbital gap (alpha / beta): 6.2620 / 5.5633 eV
- HOMO energy (alpha / beta): -2.342 / -2.322 eV
- Total charge: -1
- Multiplicity: 2

```
18
Properties=species:S:1:pos:R:3:forces:R:3:lowdin_spin:R:1
S 1.3070 -0.1883 1.7201 1.307 -0.044 -0.047 0.02
N -1.4441 -1.1162 1.1134 -0.459 0.979 -1.546 0.02
C -1.7823 0.0280 -1.2372 -0.161 -0.301 -1.845 0.66
C 2.1381 -0.1621 -0.9362 -0.154 -0.103 -0.055 0.01
C -1.6156 0.3229 1.2475 -1.561 -0.673 -1.196 0.04
C -2.2803 -0.3617 0.0393 0.491 -0.668 3.950 0.12
C 2.3728 0.5313 0.3976 -0.054 -0.174 0.720 0.00
H 2.3965 -1.2188 -0.8407 0.080 -0.022 0.048 0.00
H -3.3005 -0.6146 0.3431 -0.202 0.142 -1.182 0.03
H -1.4389 -0.6946 -1.9783 0.155 -0.031 0.301 0.04
H 1.0738 -0.1474 -1.1829 -0.008 0.138 -0.040 0.01
H 3.4336 0.4432 0.6838 -0.210 0.068 -0.130 0.00
H -2.0112 0.9943 -1.6862 -0.031 0.011 0.383 0.04
H -0.4799 -1.3017 0.7924 -0.259 0.367 0.163 0.00
H -0.8984 1.0309 0.8697 0.543 -0.111 0.744 0.00
H 2.7000 0.2455 -1.7852 0.087 0.165 0.045 0.00
H -2.2913 0.6131 2.0442 0.262 0.252 0.156 0.00
H 2.1210 1.5963 0.3957 0.174 0.004 -0.470 0.00
```
Positions in Å, forces in eV/Å.



Record 3
Formula: C5H11NS
Source: OMol25
Level of theory: wB97M-V/def2-TZVPD

## Properties
- Relative energy (zero: lowest compared OMol25 entry of this formula, charge and spin): 759.1 kJ/mol
- Orbital gap: 9.2487 eV
- HOMO energy: -8.778 eV

```
18
Properties=species:S:1:pos:R:3:forces:R:3:mulliken_charge:R:1
S -3.1836 -0.3079 -0.4578 -1.867 -1.945 0.048 -0.25
N 2.5261 -0.4980 0.3832 4.097 0.809 -4.244 -0.60
C 0.2424 1.3813 -0.3667 0.621 0.605 3.039 -1.41
C 0.1506 -0.1248 0.0104 6.644 0.702 -5.689 0.50
C 1.4856 -0.7621 -0.7473 -1.470 -0.244 0.794 -0.54
C -1.9566 0.1653 0.8038 -0.166 1.718 4.312 -0.47
C -0.7434 -0.7697 0.6369 -3.505 -0.822 2.571 -0.27
H 1.5378 -2.0854 -0.9360 -0.477 4.328 0.538 0.33
H -0.7352 1.7512 -0.3222 -0.903 0.972 -1.158 0.39
H 2.9229 0.6463 0.4101 -1.625 -4.265 -0.542 0.26
H 0.6232 1.9919 0.5979 0.012 -1.343 -2.280 0.26
H -2.2665 0.3656 2.1678 0.349 -0.973 -4.297 0.30
H 3.3951 -1.0807 -0.1686 -2.239 2.397 2.524 0.29
H 0.6576 1.7377 -1.3214 0.365 -0.663 0.598 0.36
H -0.7427 -1.8686 1.0200 -0.055 2.174 -1.163 0.32
H -1.6204 1.3981 0.5196 -2.169 -4.461 1.230 0.16
H -3.7984 -1.8325 -0.3700 1.857 3.304 0.529 0.13
H 1.5056 -0.1079 -1.8597 0.530 -2.293 3.188 0.22
```
Positions in Å, forces in eV/Å.



Record 4
Formula: C5H11NS
Source: OMol25
Level of theory: wB97M-V/def2-TZVPD

## Properties
- Relative energy (zero: lowest compared OMol25 entry of this formula, charge and spin): 462.9 kJ/mol
- Orbital gap (alpha / beta): 7.8404 / 7.5712 eV
- HOMO energy (alpha / beta): -7.348 / -7.459 eV

```
18
Properties=species:S:1:pos:R:3:forces:R:3:mulliken_charge:R:1
S -1.9898 -0.9045 -0.3008 -0.084 -0.390 -0.196 -0.45
N 0.6542 -1.1620 0.0631 -0.522 -1.352 -0.437 0.05
C 1.8754 -0.4370 0.2049 -1.487 0.155 5.090 -0.93
C 0.6874 -2.6835 0.1308 1.161 3.910 0.650 -0.94
C -0.5446 2.1973 0.2085 0.069 -2.338 -3.015 -0.69
C -0.4475 -0.4912 -0.1175 -0.101 0.734 0.445 0.28
C -1.8277 2.0888 -0.3778 -3.931 2.360 -1.284 -0.41
H 1.1767 -2.9903 1.0257 -0.540 -0.436 1.132 0.31
H -2.3218 1.0374 -0.6079 0.665 0.525 1.178 -0.03
H -0.3926 2.3774 1.2180 0.284 0.238 1.625 0.37
H 0.2450 2.2404 -0.5094 0.815 0.275 0.179 0.39
H 1.6644 0.5134 -0.1241 -0.132 2.230 -0.765 0.23
H -0.2748 -2.8960 -0.1497 -2.206 -1.557 0.030 0.27
H 1.3635 -2.8932 -0.6055 1.584 -1.178 -2.284 0.41
H 2.7330 -0.7910 -0.2223 1.971 -1.512 -1.247 0.40
H -2.5712 2.6976 0.2960 0.832 -1.402 -1.353 0.22
H -2.0255 2.4387 -1.5096 1.114 -0.187 2.369 0.23
H 1.9959 -0.3424 1.3776 0.509 -0.076 -2.117 0.29
```
Positions in Å, forces in eV/Å.



Record 5
Formula: C5H11NS
Source: OMol25
Level of theory: wB97M-V/def2-TZVPD

## Properties
- Relative energy (zero: lowest compared OMol25 entry of this formula, charge and spin): 461.8 kJ/mol
- Orbital gap: 6.0895 eV
- HOMO energy: -7.641 eV

```
18
Properties=species:S:1:pos:R:3:forces:R:3:mulliken_charge:R:1
S 2.2161 0.4687 -0.6181 -1.645 0.813 0.145 -0.16
N -0.3119 0.6610 0.1861 4.451 0.238 1.638 -0.17
C -1.1995 -0.0861 -0.4726 -1.822 0.499 -1.061 0.06
C -0.7931 -1.0402 -1.5680 -0.838 -0.842 -0.210 -0.57
C -0.6445 1.9757 0.6252 0.453 0.482 -0.122 -0.92
C -1.1804 -1.5498 -0.1995 0.260 -1.527 -0.288 -0.42
C 2.4793 -0.8290 0.5893 0.508 0.420 0.237 -0.58
H 2.4200 -1.7645 0.0410 -0.094 -0.326 0.475 0.21
H 3.4975 -0.7418 1.0864 -1.357 0.037 -0.475 0.30
H -2.1926 -2.0858 -0.1598 1.917 0.673 0.373 0.24
H 1.6432 -0.6717 1.3030 0.588 -0.473 -0.092 0.17
H 0.0976 2.2270 1.4360 -1.254 0.052 -0.606 0.28
H -2.1458 0.4291 -0.4812 -0.726 -0.231 -0.849 0.40
H -0.6361 2.7950 -0.1260 0.286 -0.464 0.007 0.29
H -0.2571 -1.8067 0.3788 -1.516 -0.229 -0.058 0.13
H -1.5341 -1.2905 -2.3359 0.434 0.525 0.124 0.23
H 0.2541 -1.0335 -1.8588 -0.205 0.175 0.149 0.14
H -1.7213 1.9244 0.8893 0.560 0.176 0.613 0.36
```
Positions in Å, forces in eV/Å.



Record 6
Formula: C5H11NS
Source: OMol25
Level of theory: wB97M-V/def2-TZVPD

## Properties
- Relative energy (zero: lowest compared OMol25 entry of this formula, charge and spin): 210.1 kJ/mol
- Orbital gap (alpha / beta): 5.1131 / 7.2309 eV
- HOMO energy (alpha / beta): -4.171 / -9.022 eV
- Multiplicity: 3

```
18
Properties=species:S:1:pos:R:3:forces:R:3:lowdin_spin:R:1
S -1.6717 -0.7496 0.6917 -0.143 -3.061 1.195 1.14
N -1.7367 0.9703 0.4333 -1.953 2.318 0.531 0.51
C 1.4775 1.2624 -0.1161 0.326 0.135 -0.699 0.01
C 1.5938 1.4896 -1.6129 -3.299 -1.954 1.538 0.00
C -1.9672 1.4671 -0.9481 3.618 0.324 0.736 0.08
C 0.8210 0.4097 0.6692 1.695 -0.480 0.298 0.02
C 0.1223 -0.8782 0.2632 0.736 1.627 -2.240 0.13
H 0.6456 -1.6541 0.8142 -0.761 -0.400 0.209 0.02
H 1.0837 0.5042 1.7647 -0.763 -0.137 -1.220 0.00
H 0.3104 -1.1351 -0.8688 -0.585 0.591 1.973 0.01
H 2.1235 1.9658 0.3432 0.294 0.667 1.044 0.00
H 2.3156 0.9179 -2.0396 2.909 -1.661 -0.873 0.00
H 0.7311 0.9906 -2.1162 0.163 1.320 -0.011 0.00
H -1.7478 2.5579 -0.8850 -1.166 -0.561 -0.489 0.01
H -2.5482 1.3273 1.0311 1.265 -0.819 -0.796 0.03
H -2.9280 1.0505 -1.2209 -0.117 0.581 -0.831 0.02
H -1.0470 1.1086 -1.5233 -1.833 0.067 0.251 0.01
H 1.8308 2.4921 -1.8040 -0.386 1.441 -0.613 0.00
```
Positions in Å, forces in eV/Å.



Record 7
Formula: C5H11NS2
Source: OMol25
Level of theory: wB97M-V/def2-TZVPD

## Properties
- Relative energy (zero: lowest compared OMol25 entry of this formula, charge and spin): 155.6 kJ/mol
- Orbital gap: 9.6751 eV
- SMILES: C=CN=C.CCSS
- HOMO energy: -9.074 eV

```
19
Properties=species:S:1:pos:R:3:forces:R:3:mulliken_charge:R:1
S -1.0911 -1.7712 -0.4304 -0.109 0.079 0.219 -0.23
S 0.5363 -2.3726 0.6674 0.043 0.180 -0.229 -0.09
N -1.3549 2.3580 0.1423 0.089 0.014 -0.179 -0.37
C 3.0233 -1.2295 1.0215 0.251 -0.093 -0.040 -1.13
C -1.4751 2.6566 -1.2264 -0.213 0.134 -0.068 -0.01
C -0.2185 2.4894 0.6622 0.598 0.069 0.655 -0.48
C -1.2329 3.8522 -1.7550 -0.042 -0.100 0.082 -0.65
C 1.6077 -0.8907 0.5772 -0.088 -0.137 -0.522 -0.14
H -0.0577 2.3149 1.7240 -0.370 -0.097 0.094 0.36
H -0.6683 -2.0479 -1.6749 0.151 -0.108 0.017 0.15
H -1.8950 1.8401 -1.8036 0.067 0.025 -0.080 0.30
H 1.6095 -0.5591 -0.4606 -0.046 -0.128 -0.049 0.31
H -0.9224 4.6835 -1.1356 0.077 -0.025 0.033 0.27
H 3.3222 -2.2510 0.7778 -0.353 -0.147 0.117 0.34
H 3.7605 -0.6424 0.4725 -0.118 0.385 0.229 0.32
H 0.6986 2.7831 0.1449 -0.167 0.038 -0.468 0.33
H 1.1457 -0.0929 1.1518 0.095 0.014 0.200 0.16
H 3.1417 -1.0783 2.0911 0.169 -0.031 0.039 0.30
H -1.4005 4.0501 -2.8026 -0.035 -0.071 -0.050 0.26
```
Positions in Å, forces in eV/Å.



Record 8
Formula: C5H11NSi
Source: OMol25
Level of theory: wB97M-V/def2-TZVPD

## Properties
- Relative energy (zero: lowest compared OMol25 entry of this formula, charge and spin): 379.6 kJ/mol
- Orbital gap (alpha / beta): 8.6123 / 8.6118 eV
- SMILES: C=C/[SiH]=N/CCC
- HOMO energy (alpha / beta): -8.610 / -8.609 eV

```
18
Properties=species:S:1:pos:R:3:forces:R:3:mulliken_charge:R:1
Si 0.7843 -1.2576 -0.1610 -1.779 -2.081 -2.552 0.33
N -0.2340 -0.5011 -1.1685 -0.023 0.729 2.082 -0.25
C 1.7424 -3.7777 -0.9072 -1.939 -1.147 -0.283 -0.62
C -0.8510 0.7984 -0.8421 1.495 -0.575 0.028 -0.50
C -0.8531 1.1520 0.6309 0.597 1.561 -0.623 -0.48
C 0.5731 -3.1226 -0.6082 3.590 0.464 0.075 -0.15
C -1.1983 2.6286 1.0687 -1.370 -1.885 2.600 -1.06
H -2.2827 2.9751 0.9447 1.514 -0.632 0.154 0.30
H -0.2906 1.5648 -1.3422 -0.254 0.698 -0.808 0.31
H -0.5347 3.3350 0.5915 0.217 0.129 0.041 0.30
H 0.1645 1.1323 0.9864 0.702 -0.624 0.121 0.20
H -1.3902 0.3371 1.0581 -0.745 -0.211 1.156 0.43
H 1.9209 -0.8591 0.6271 0.508 0.147 0.651 -0.10
H -0.9515 2.4989 2.2471 -0.735 1.169 -2.615 0.26
H 2.7163 -3.3137 -0.8592 0.081 0.229 0.346 0.17
H 1.8035 -4.8577 -1.2861 -0.371 1.634 0.478 0.22
H -1.8608 0.6843 -1.1167 -1.312 0.555 -0.974 0.29
H -0.3987 -3.5436 -0.7921 -0.178 -0.162 0.125 0.35
```
Positions in Å, forces in eV/Å.



Record 9
Formula: C5H11O
Source: OMol25
Level of theory: wB97M-V/def2-TZVPD

## Properties
- Relative energy (zero: lowest compared OMol25 entry of this formula, charge and spin): 80.8 kJ/mol
- Orbital gap: 6.3232 eV
- HOMO energy: -2.271 eV
- Total charge: -1

```
17
Properties=species:S:1:pos:R:3:forces:R:3:mulliken_charge:R:1
O -0.1007 -0.9979 -1.7199 0.091 -0.070 -0.199 -0.70
C -0.2802 0.6117 0.6607 -0.039 -0.416 -0.144 -0.11
C 0.1849 -1.6887 -2.8511 -0.144 0.082 0.386 -0.76
C 1.6411 0.7846 2.2268 -0.071 0.295 0.082 -1.06
C 0.1827 0.8688 1.8743 -0.034 -0.102 0.200 -0.03
C -1.7296 0.6636 0.2743 0.108 0.058 0.575 -1.09
H -1.9286 -0.1342 -0.4364 0.019 0.059 -0.178 0.30
H 0.3781 0.2152 -0.1144 -0.094 0.224 -0.173 0.31
H 2.1955 0.4258 1.3616 0.083 -0.084 0.017 0.29
H 1.8440 0.1343 3.0828 -0.058 -0.087 -0.051 0.28
H -0.1106 -1.1623 -3.7940 0.017 -0.035 -0.107 0.17
H 2.0408 1.7714 2.4910 0.020 -0.028 0.005 0.26
H 1.2705 -1.9322 -2.9907 0.042 0.012 -0.046 0.17
H -1.9640 1.6363 -0.1617 -0.064 -0.045 -0.266 0.20
H -0.3249 -2.6865 -2.9097 0.007 -0.029 -0.111 0.15
H -2.3588 0.5551 1.1674 -0.037 0.012 -0.077 0.31
H -0.5342 1.1094 2.6611 0.153 0.156 0.089 0.29
```
Positions in Å, forces in eV/Å.



Record 10
Formula: C5H11O
Source: OMol25
Level of theory: wB97M-V/def2-TZVPD

## Properties
- Relative energy (zero: lowest compared OMol25 entry of this formula, charge and spin): 596.1 kJ/mol
- Orbital gap (alpha / beta): 9.7788 / 9.5349 eV
- HOMO energy (alpha / beta): -14.554 / -15.111 eV
- Total charge: +1

```
17
Properties=species:S:1:pos:R:3:forces:R:3:mulliken_charge:R:1
O 0.7435 0.2277 0.4884 0.724 -2.260 0.432 0.02
C 1.2523 1.2890 1.3084 1.325 0.375 1.320 -0.48
C 0.0093 -0.2183 -1.9165 -0.342 -1.222 0.952 -0.91
C -0.6368 -0.4100 0.5500 -2.152 -0.642 1.250 0.28
C -0.6840 -1.9588 0.3444 -1.576 2.367 -2.308 -1.46
C -0.1908 0.4001 -0.5629 -2.162 0.050 -1.321 0.24
H 0.1914 -2.4095 -0.0745 0.795 0.089 0.021 0.41
H 1.0630 0.0170 -2.0356 0.194 -0.765 -1.170 0.28
H -1.3958 0.0199 1.3256 1.890 -0.589 -1.235 0.39
H 0.6880 2.1053 0.9255 0.328 1.391 0.010 0.26
H -0.3535 -1.3558 -1.8910 1.589 2.382 -0.028 0.23
H -0.3516 2.7661 -0.8078 -0.033 -1.154 0.147 0.15
H 2.3579 1.2397 1.0871 -1.308 0.633 0.371 0.26
H 1.0504 1.1901 2.4197 0.121 -0.527 -1.500 0.27
H -1.4520 -2.0051 -0.5415 0.925 -0.340 1.924 0.34
H -0.6347 0.1610 -2.7011 0.200 0.763 0.034 0.34
H -1.0204 -2.4877 1.1855 -0.518 -0.549 1.100 0.37
```
Positions in Å, forces in eV/Å.



| no. | DFT total energy (a.u.) |
| --- | --- |
| 1 | -1123.43529 |
| 2 | -649.94021 |
| 3 | -649.74989 |
| 4 | -649.86271 |
| 5 | -649.86315 |
| 6 | -649.81001 |
| 7 | -1048.17879 |
| 8 | -541.23673 |
| 9 | -272.29635 |
| 10 | -271.80068 |